DFT (ωB97M-V/def2-TZVPD) results for the molecule C2H4Cl2Si in a non-equilibrium geometry.

The value obtained for the lowest unoccupied orbital energy is 0.0074 hartree. As for the SMILES: Cl/C=C\[SiH2]Cl. The calculation puts the orbital gap at 10.140 eV. The calculation puts the energy relative to the best compared isomer or geometry (same formula, charge and spin) at 117.4 kJ/mol.

ORCA input file:
```
! wB97M-V def2-TZVPD RIJCOSX def2/J DEFGRID3
* xyz 0 1
Cl -0.58263 -2.86623 -0.60901
Cl 3.20926 -0.44528 0.46214
Si 1.45379 0.26135 -0.35110
C -0.86576 -1.53698 0.42885
C -0.21487 -0.33015 0.40941
H 1.06271 1.65279 0.08517
H 1.67429 0.13182 -1.82196
H -0.62485 0.50829 0.97744
H -1.82480 -1.52776 0.96068
*
```

Atomic partial charges in e from the Mulliken method, atoms 1 to 8:
1 Cl -0.1426
2 Cl -0.2325
3 Si 0.5600
4 C -0.1575
5 C -0.4182
6 H -0.1303
7 H -0.0974
8 H 0.3012